# 1
The following is a DFT calculation (wB97M-V/def2-TZVPD) of a cluster of 2 separate species, C18H25N3O2 in total.

```
48
C18H25N3O2 (wB97M-V/def2-TZVPD)
C 0.48006 -3.69284 2.16766
C 0.89995 -2.77408 1.03973
C 1.48571 -3.30711 -0.10282
C 1.89883 -2.53371 -1.16371
C 1.75695 -1.15470 -1.10992
C 1.17507 -0.61384 0.01279
C 0.72782 -1.39006 1.07695
C 0.05990 -0.66805 2.25201
C -1.15056 0.17307 1.73819
C -0.93684 1.60470 2.06965
N -0.68771 2.72812 2.19290
C -2.52684 -0.31947 2.27145
C -2.73312 0.02405 3.69177
N -3.13219 0.41333 4.70580
C -2.68602 -1.83816 2.02777
C -4.19021 -2.16255 1.91169
N -4.70086 -1.73107 0.58784
H 1.11418 -4.58302 2.21992
H -0.54301 -4.03534 1.97121
H 0.53924 -3.22181 3.15059
H 1.63554 -4.38221 -0.18983
H 2.35588 -2.96671 -2.04821
H 2.08264 -0.48416 -1.89685
H 1.03708 0.46126 0.11398
H 0.81139 0.03445 2.62461
H -0.21567 -1.38500 3.02090
H -1.22521 0.11361 0.64916
H -3.28116 0.15016 1.63001
H -2.25223 -2.09145 1.05260
H -2.21261 -2.43192 2.81314
H -4.34715 -3.24110 2.02663
H -4.73692 -1.61103 2.68263
H -5.64857 -1.40309 0.73793
H -4.78996 -2.53370 -0.02399
C 2.54853 3.81816 -5.00123
C 1.48359 3.30730 -4.05278
O 2.02242 2.38753 -3.09927
C 2.62413 2.76640 -1.95520
C 2.97265 4.21986 -1.74381
O 2.91953 1.93026 -1.14754
H 3.32600 4.37132 -4.47383
H 2.10864 4.47483 -5.75246
H 3.03521 2.98368 -5.50678
H 0.94761 4.11456 -3.55115
H 0.73980 2.74239 -4.61303
H 4.01363 4.37397 -2.02556
H 2.85142 4.44819 -0.68730
H 2.34341 4.91495 -2.29427
```

Summary:
ΔE to the lowest compared entry with this formula, charge and spin: 292.8 kJ/mol
LUMO level: 0.68 eV
orbital gap: 9.64 eV
SMILES: Cc1ccccc1C[C@H](C#N)[C@H](C#N)CCN.CCOC(C)=O
HOMO: -9.0 eV

# 2
The following is a DFT calculation (wB97M-V/def2-TZVPD) of the molecule C4H5N2P.

```
12
C4H5N2P (wB97M-V/def2-TZVPD)
H -0.29468 1.96959 0.50896
N 0.28706 1.19278 0.25572
C 1.54468 1.25241 -0.04043
N 2.18741 0.22148 -0.55309
C 1.37488 -0.82887 -0.81169
C 0.07526 -0.83709 -0.52159
P -1.50752 -1.50038 -0.56980
C -2.35221 -0.81660 0.70015
H 2.14051 2.14723 0.13207
H 1.86524 -1.68303 -1.26441
H -3.38979 -1.06490 0.83583
H -1.93083 -0.05261 1.32829
```

Summary:
ΔE to the lowest compared entry with this formula, charge and spin: 289.6 kJ/mol
LUMO level: -0.77 eV
orbital gap: 7.67 eV
SMILES: [H]/N=C/N=C\C#P=C
HOMO: -8.4 eV

# 3
The following is a DFT calculation (wB97M-V/def2-TZVPD) of a cluster of 2 separate species, C5H11IN2 in total.

```
19
C5H11IN2 (wB97M-V/def2-TZVPD)
C 1.02740 -2.23777 1.19374
C -0.85648 -1.51551 -0.32730
C -1.16677 2.60386 -1.81406
C 0.00021 -1.14184 0.88771
C 0.65916 0.13431 0.66025
N 1.86936 2.13647 1.05097
N 1.39710 1.01277 0.90694
I -3.16209 2.07562 -1.25281
H 0.51115 -3.15650 1.46761
H 1.67093 -1.94535 2.02027
H 1.64789 -2.42897 0.31970
H -0.23964 -1.55932 -1.22487
H -1.64582 -0.78369 -0.48165
H -1.31589 -2.48981 -0.17580
H -1.02363 3.65838 -1.60923
H -1.04624 2.39544 -2.86922
H -0.48130 2.00988 -1.22287
H -0.65964 -1.01821 1.75860
H 2.81431 2.25026 0.71203
```

Summary:
ΔE to the lowest compared entry with this formula, charge and spin: 110.7 kJ/mol
LUMO level: 0.50 eV
orbital gap: 8.70 eV
HOMO: -8.2 eV

# 4
The following is a DFT calculation (wB97M-V/def2-TZVPD) of the molecule C24H34N6O2.

```
66
C24H34N6O2 (wB97M-V/def2-TZVPD)
C -1.03050 -1.69954 -1.97271
C -0.64892 -1.83604 -0.54137
C -1.08633 -2.81069 0.37164
C -0.44500 -2.50679 1.54710
N 0.30340 -1.41099 1.31915
C 1.20373 -0.75728 2.23028
C 2.53927 -1.51125 2.34773
C 3.03362 -2.02651 0.99819
O 2.90141 -3.20596 0.71959
N 3.64856 -1.16080 0.16581
C 4.01066 -1.61399 -1.16351
C 3.05722 -1.01069 -2.19277
C 3.07979 0.51224 -2.09350
C 2.73880 0.94369 -0.66591
C 2.73532 2.47103 -0.50829
C 1.31836 3.02980 -0.63466
C 0.53850 2.77638 0.64827
O 1.09875 2.47403 1.68850
N -0.80277 2.98221 0.60996
C -1.62412 2.97566 -0.57942
C -2.07825 1.53921 -0.83633
N -2.82570 1.03907 0.30563
C -3.69899 0.00633 0.07785
C -4.20953 -0.81687 1.09664
C -5.12800 -1.78962 0.76825
C -5.53357 -1.93968 -0.55243
C -4.97139 -1.09057 -1.48549
N -4.08418 -0.15727 -1.19245
C -2.13102 1.16670 1.57058
C -1.59304 2.58874 1.75794
C 3.72682 0.27438 0.29999
N 0.18761 -0.99843 0.05366
H -0.94747 -2.66349 -2.47138
H -2.06243 -1.35790 -2.05828
H -0.38144 -0.98336 -2.47077
H -1.76964 -3.61283 0.18343
H -0.46906 -2.97924 2.50830
H 0.73150 -0.70811 3.21714
H 1.35658 0.26279 1.87220
H 3.28064 -0.87682 2.83217
H 2.39279 -2.40325 2.96062
H 3.95285 -2.70308 -1.17131
H 5.04105 -1.30343 -1.36928
H 3.34345 -1.33576 -3.19410
H 2.04996 -1.37337 -1.98319
H 2.36388 0.94289 -2.79687
H 4.07452 0.88180 -2.35992
H 1.74477 0.55074 -0.42730
H 3.12036 2.74399 0.47554
H 3.38110 2.92564 -1.26147
H 0.82483 2.56358 -1.48582
H 1.34427 4.11060 -0.79714
H -1.08646 3.37163 -1.43801
H -2.49223 3.61508 -0.39258
H -2.72942 1.47645 -1.70720
H -1.19000 0.91283 -0.99786
H -3.88817 -0.71662 2.11973
H -5.52359 -2.43661 1.53843
H -6.24853 -2.69294 -0.84065
H -5.23057 -1.15661 -2.53524
H -2.81600 0.95257 2.39041
H -1.28763 0.46650 1.61716
H -0.95804 2.62650 2.64400
H -2.41920 3.29658 1.86744
H 3.51586 0.58409 1.32122
H 4.75091 0.58270 0.05264
```

Summary:
ΔE to the lowest compared entry with this formula, charge and spin: 38.4 kJ/mol
LUMO level: 0.75 eV
orbital gap: 8.76 eV
SMILES: Cc1ccn(CCC(=O)N2CCC[C@H](CCC(=O)N3CCN(c4ccccn4)CC3)C2)n1
HOMO: -8.0 eV

# 5
The following is a DFT calculation (wB97M-V/def2-TZVPD) of the molecule C17H18N4O4S3.

```
46
C17H18N4O4S3 (wB97M-V/def2-TZVPD)
C -0.56183 2.83609 -1.30088
C -0.84295 1.44706 -0.82085
C -1.73109 0.64586 -1.53860
C -2.00322 -0.65879 -1.18356
C -1.35698 -1.22568 -0.08632
N -1.46266 -2.58196 0.23917
C -2.10146 -3.54460 -0.49704
O -3.03409 -3.33440 -1.23427
C -1.44750 -4.91169 -0.38945
S -0.17292 -4.90930 -1.72199
C 0.87633 -3.72262 -1.01219
N 1.26034 -3.68012 0.22580
N 1.96485 -2.55047 0.37835
C 1.98267 -1.94247 -0.77379
C 2.52820 -0.66116 -1.05738
C 2.24468 0.13744 -2.14222
C 2.88379 1.38071 -2.06112
C 3.63871 1.50580 -0.93014
S 3.57985 0.12309 0.06699
O 1.30205 -2.65184 -1.71676
C -0.49587 -0.43064 0.66423
C -0.25166 0.88119 0.30158
S 0.81394 1.76714 1.45794
O 1.54046 2.81804 0.80313
O 1.56672 0.79706 2.19329
N -0.22759 2.48681 2.54750
C -0.94259 1.56532 3.39385
C -0.99905 3.59594 2.04914
H 0.34482 3.22363 -0.84966
H -0.45008 2.83273 -2.38354
H -1.39239 3.49900 -1.05867
H -2.21457 1.06173 -2.41028
H -2.69049 -1.25076 -1.76533
H -0.79502 -2.89274 0.93571
H -2.14732 -5.69889 -0.66003
H -0.95532 -5.11554 0.55786
H 1.59529 -0.16965 -2.94243
H 2.79062 2.15202 -2.80354
H 4.21937 2.35285 -0.62471
H 0.03825 -0.83147 1.51241
H -1.28580 2.09017 4.28554
H -0.24557 0.78380 3.68416
H -1.80816 1.11980 2.88567
H -0.35229 4.17537 1.39629
H -1.88975 3.26722 1.49866
H -1.31272 4.21893 2.88747
```

Summary:
LUMO level: 0.19 eV
orbital gap: 8.52 eV
SMILES: Cc1ccc(NC(=O)CSc2nnc(-c3cccs3)o2)cc1S(=O)(=O)N(C)C
HOMO: -8.3 eV

# 6
The following is a DFT calculation (wB97M-V/def2-TZVPD) of the molecule C31H35N5O.

```
72
C31H35N5O (wB97M-V/def2-TZVPD)
C 0.65839 0.98484 7.51078
C 0.99994 1.51452 6.12254
N -0.03529 2.39181 5.60363
C -1.23600 1.67574 5.21403
C -2.31588 2.65728 4.77683
N -1.83741 3.43158 3.64505
C -2.85135 4.28592 3.06000
C -3.88382 3.45759 2.27928
N -3.23293 2.44270 1.48776
C -3.26142 1.13860 1.85697
O -4.01118 0.70648 2.71235
C -2.31438 0.25560 1.11250
C -1.79193 -0.85463 1.81094
C -0.91910 -1.71953 1.21545
C -0.54667 -1.51724 -0.12787
N 0.24776 -2.40570 -0.75470
C 0.56828 -2.19184 -2.00717
C 1.33910 -3.24045 -2.68579
C 2.37334 -3.87960 -2.00641
C 3.12095 -4.84862 -2.64655
C 2.84051 -5.19358 -3.95828
C 1.79367 -4.58706 -4.64114
C 1.46185 -4.96515 -6.05259
C 1.04519 -3.61559 -3.99281
C 0.16158 -0.98607 -2.67390
C 0.65650 -0.62435 -4.00787
C -0.22148 -0.07417 -4.93855
C 0.22819 0.24022 -6.20611
C 1.55065 0.01834 -6.55280
C 2.44672 -0.50257 -5.62780
C 3.88540 -0.73027 -5.97947
C 1.99007 -0.81424 -4.35546
N -0.66504 -0.14844 -2.09807
C -1.06606 -0.39919 -0.83566
C -1.96221 0.47679 -0.19704
C -0.64918 4.15881 4.04436
C 0.42991 3.17022 4.47288
H 1.53089 0.50125 7.94318
H -0.14880 0.25865 7.47439
H 0.35779 1.80871 8.15209
H 1.91750 2.10573 6.19311
H 1.19638 0.66979 5.43694
H -1.60458 1.10371 6.06553
H -1.03076 0.97845 4.38099
H -3.20068 2.09272 4.48399
H -2.57408 3.31439 5.62593
H -3.37562 4.90286 3.81074
H -2.34552 4.96203 2.36323
H -4.46500 4.11984 1.62959
H -4.56800 2.93836 2.95255
H -2.46602 2.75532 0.91312
H -2.11468 -1.00020 2.83115
H -0.51555 -2.57368 1.73659
H 2.58343 -3.59691 -0.98653
H 3.93019 -5.33723 -2.12375
H 3.43651 -5.94614 -4.45471
H 2.25034 -5.57240 -6.48997
H 0.53370 -5.53585 -6.07987
H 1.32270 -4.07349 -6.66170
H 0.21759 -3.15310 -4.51153
H -1.25047 0.08687 -4.65645
H -0.45491 0.65676 -6.93195
H 1.89161 0.25736 -7.55011
H 4.19604 -1.72882 -5.67616
H 4.51814 -0.01184 -5.45857
H 4.04850 -0.61939 -7.04848
H 2.68566 -1.20318 -3.62552
H -2.36516 1.29546 -0.77415
H -0.28537 4.74380 3.19503
H -0.85659 4.84709 4.88267
H 1.32695 3.72106 4.76761
H 0.68121 2.52325 3.61176
```

Summary:
ΔE to the lowest compared entry with this formula, charge and spin: 4.0 kJ/mol
LUMO level: -0.37 eV
orbital gap: 8.07 eV
SMILES: CCN1CCN(CCNC(=O)c2ccc3nc(-c4cccc(C)c4)c(-c4cccc(C)c4)nc3c2)CC1
HOMO: -8.4 eV